(1)
ORCA calculation (the ωB97M-V functional and the def2-TZVPD basis) on an isolated molecule of C4H6N2.

Output
SMILES string: Nc1ccc[nH]1
F_max (eV/Å): 0.6
Net charge: 0
Energy above the lowest of the compared OMol25 structures with the same formula, charge and spin (eV): 0.864
HOMO-LUMO gap (eV): 8.90
E_LUMO (hartree): 0.040

Cartesian coordinates (Å):
N (-1.84, -0.26, -0.74)
C (-0.60, -0.44, -0.07)
C (0.65, -0.88, -0.46)
C (1.59, -0.05, 0.21)
C (0.89, 0.80, 1.03)
N (-0.43, 0.49, 0.91)
H (-1.61, 0.50, -1.39)
H (-2.14, -1.03, -1.30)
H (0.88, -1.67, -1.18)
H (2.66, -0.03, 0.03)
H (1.18, 1.65, 1.63)
H (-1.23, 0.93, 1.34)

---

(2)
ORCA calculation (the ωB97M-V functional and the def2-TZVPD basis) on a structure of composition C35H45AsCrN7OS3 in a non-equilibrium geometry.

Output
Multiplicity: 3
F_max (eV/Å): 1.7
Expectation value of S²: 2.464
Net charge: +1
HOMO-LUMO gap (spin up / spin down) (eV): 7.20 / 6.40
E_LUMO (spin up / spin down) (hartree): -0.093 / -0.108

Cartesian coordinates (Å):
Cr (1.12, 0.09, -0.03)
C (2.16, 4.73, -1.90)
C (1.58, 4.83, -0.49)
N (2.36, 4.10, 0.52)
C (3.27, 4.85, 1.37)
C (4.66, 5.02, 0.76)
C (2.27, 2.76, 0.59)
C (3.06, 2.04, 1.64)
N (1.53, 2.04, -0.20)
H (1.42, 5.08, -2.62)
H (2.41, 3.70, -2.15)
H (3.06, 5.33, -2.01)
H (0.55, 4.47, -0.47)
H (1.56, 5.88, -0.18)
H (3.34, 4.37, 2.35)
H (2.83, 5.83, 1.54)
H (5.11, 4.05, 0.54)
H (5.31, 5.55, 1.46)
H (4.61, 5.59, -0.16)
H (2.65, 2.25, 2.63)
H (4.11, 2.31, 1.63)
H (2.99, 0.96, 1.46)
H (0.97, 2.55, -0.87)
S (-0.33, 0.76, 1.97)
C (-1.87, 0.20, 1.61)
N (-2.04, -0.91, 0.84)
C (-3.25, -1.36, 0.47)
C (-4.37, -0.70, 0.89)
C (-4.15, 0.41, 1.72)
N (-2.96, 0.85, 2.06)
H (-1.19, -1.41, 0.54)
H (-3.27, -2.24, -0.15)
H (-5.36, -1.03, 0.62)
H (-4.99, 0.98, 2.11)
S (4.02, -0.92, -1.45)
C (2.63, -0.48, -0.93)
N (-1.05, -0.21, -2.21)
C (-0.16, -0.01, -1.51)
O (0.51, -1.92, 0.44)
As (1.14, -3.41, 0.03)
C (-0.25, -4.65, 0.52)
C (-1.05, -5.20, -0.48)
C (-2.13, -5.99, -0.13)
C (-2.41, -6.24, 1.21)
C (-1.61, -5.69, 2.20)
C (-0.53, -4.89, 1.86)
C (1.50, -3.71, -1.84)
C (2.48, -4.65, -2.18)
C (2.75, -4.88, -3.52)
C (2.06, -4.18, -4.50)
C (1.08, -3.26, -4.14)
C (0.79, -3.02, -2.81)
C (2.71, -3.71, 1.11)
C (3.34, -2.60, 1.64)
C (4.48, -2.76, 2.41)
C (4.98, -4.03, 2.65)
C (4.34, -5.14, 2.12)
C (3.20, -4.99, 1.35)
H (-0.83, -5.00, -1.52)
H (-2.76, -6.42, -0.90)
H (-3.25, -6.86, 1.48)
H (-1.83, -5.88, 3.24)
H (0.10, -4.45, 2.63)
H (3.03, -5.17, -1.41)
H (3.51, -5.60, -3.80)
H (2.29, -4.35, -5.54)
H (0.54, -2.71, -4.91)
H (0.05, -2.29, -2.52)
H (2.93, -1.61, 1.45)
H (4.98, -1.89, 2.83)
H (5.86, -4.16, 3.26)
H (4.73, -6.13, 2.31)
H (2.68, -5.85, 0.95)
C (-4.90, 5.14, 0.26)
N (-3.94, 4.10, 0.60)
C (-3.13, 4.43, 1.77)
C (-3.39, 3.34, -0.40)
S (-1.74, 3.05, -0.50)
N (-4.25, 2.81, -1.29)
C (-3.77, 2.17, -2.51)
C (-5.65, 2.57, -0.98)
H (-4.41, 6.12, 0.30)
H (-5.74, 5.14, 0.96)
H (-5.28, 5.00, -0.75)
H (-3.81, 4.74, 2.57)
H (-2.43, 5.24, 1.56)
H (-2.58, 3.56, 2.09)
H (-2.93, 2.73, -2.91)
H (-4.58, 2.16, -3.24)
H (-3.43, 1.15, -2.32)
H (-5.85, 2.81, 0.06)
H (-5.87, 1.51, -1.14)
H (-6.31, 3.16, -1.61)

---

(3)
ORCA calculation (the ωB97M-V functional and the def2-TZVPD basis) on a structure of composition C7H7I2NO2 in a non-equilibrium geometry.

Output
F_max (eV/Å): 4.3
Net charge: 0
Energy above the lowest of the compared OMol25 structures with the same formula, charge and spin (eV): 1.020
HOMO-LUMO gap (eV): 7.62
E_LUMO (hartree): -0.003

Cartesian coordinates (Å):
C (2.71, 0.55, 0.24)
C (2.01, 1.51, 1.10)
C (1.99, -0.51, -0.12)
C (0.70, 1.62, 1.13)
C (-3.86, -3.18, -1.25)
C (0.54, -0.60, 0.26)
C (-1.62, 1.04, 0.21)
N (-0.02, 0.76, 0.25)
O (-3.35, -3.50, -2.24)
O (-4.41, -2.99, -0.27)
I (-1.89, 3.06, -0.50)
I (-2.41, -0.21, -1.55)
H (3.71, 0.69, 0.03)
H (2.75, 2.01, 1.74)
H (2.27, -1.41, -0.74)
H (0.14, 2.21, 1.80)
H (0.01, -1.09, -0.62)
H (0.34, -1.14, 1.22)
H (0.37, 1.16, -0.70)

---

(4)
ORCA calculation (the ωB97M-V functional and the def2-TZVPD basis) on an isolated molecule of C18H18IN5O in a non-equilibrium geometry.

Output
SMILES string: Nc1nc(COc2ccc(I)cc2)nc(NCCc2ccccc2)n1
F_max (eV/Å): 6.2
Net charge: 0
HOMO-LUMO gap (eV): 8.90
E_LUMO (hartree): 0.008

Cartesian coordinates (Å):
I (4.30, 3.16, 4.84)
N (-2.07, -2.89, -1.63)
N (-0.85, -3.53, 0.33)
N (-0.22, -1.70, -1.04)
O (0.57, -1.44, 2.13)
C (-1.86, -3.58, -0.54)
C (-1.20, -2.00, -1.85)
C (-0.05, -2.49, 0.06)
C (1.16, 3.26, -1.10)
C (0.71, 2.99, -2.42)
C (0.36, 2.70, -0.12)
C (1.76, 1.29, 4.31)
C (3.54, 0.96, 2.75)
C (0.97, 0.43, 3.65)
C (2.77, -0.05, 2.10)
C (-0.41, 2.27, -2.66)
C (-0.74, 1.80, -0.39)
C (3.03, 1.65, 3.80)
C (1.42, -0.32, 2.52)
C (-1.20, 1.65, -1.68)
N (-2.56, -4.69, -0.72)
N (-1.11, -1.02, -2.80)
C (1.05, -2.17, 1.04)
C (-2.53, 0.85, -1.93)
C (-2.38, -0.25, -2.99)
H (2.01, 3.86, -0.96)
H (1.25, 3.47, -3.24)
H (0.49, 2.98, 0.90)
H (1.40, 1.82, 5.20)
H (4.60, 1.11, 2.52)
H (-0.13, 0.20, 3.91)
H (3.34, -0.72, 1.45)
H (-0.90, 2.30, -3.70)
H (-1.47, 1.52, 0.35)
H (-3.18, -4.57, -1.54)
H (-2.73, -5.24, 0.07)
H (-0.49, -0.36, -2.40)
H (1.90, -1.66, 0.51)
H (1.49, -3.14, 1.31)
H (-2.91, 0.45, -0.99)
H (-3.39, 1.63, -2.20)
H (-2.36, 0.35, -3.91)
H (-3.35, -0.86, -2.95)

---

Result set for E: -265.50382, -6293.82372, -1071.43206, -1343.34935 hartree, one per record in the order listed.